# C43H52BIN7Y

A molecular structure, C43H52BIN7Y (the ωB97M-V functional and the def2-TZVPD basis, the Open Molecules 2025 dataset).

The geometry in XYZ format:
```
105
Properties=species:S:1:pos:R:3:mulliken_charge:R:1
Y -0.07 0.53 0.93 -0.1305
C 3.93 1.63 -0.79 -1.6771
C 3.22 0.39 -0.37 0.5707
C 3.59 -0.93 -0.74 -0.9907
C 2.85 -1.77 0.07 0.3049
C 3.00 -3.28 0.08 -1.5203
N 2.08 -1.04 0.94 2.0574
N 2.31 0.36 0.59 -0.4699
B 1.92 -1.51 2.49 -0.4437
N 1.80 -0.26 3.47 0.0350
N 1.13 0.94 3.01 0.1488
C 1.73 1.97 3.60 0.5637
C 1.53 3.37 3.15 -0.7845
C 2.69 1.51 4.57 -1.7989
C 2.69 0.12 4.42 1.0130
C 3.53 -0.81 5.27 -1.3041
N 0.56 -2.29 2.50 0.7908
N -0.64 -1.56 2.14 0.5419
C -1.64 -2.23 2.73 0.2969
C -3.00 -1.66 2.74 -1.2690
C -1.18 -3.38 3.40 -1.2846
C 0.21 -3.37 3.22 0.7042
C 1.13 -4.49 3.69 -1.5404
H 4.97 1.53 -0.52 0.4280
H 3.48 2.49 -0.28 0.2508
H 3.85 1.84 -1.86 0.2668
H 4.23 -1.29 -1.56 0.4040
H 3.23 -3.66 -0.92 0.4352
H 2.08 -3.73 0.42 0.1206
H 3.81 -3.51 0.78 0.3467
H 2.83 -2.23 2.85 -0.1485
H 1.06 3.31 2.15 -0.0444
H 2.46 3.94 3.05 0.3574
H 0.82 3.87 3.79 0.2402
H 3.38 2.03 5.19 0.5066
H 3.80 -0.30 6.24 0.3943
H 4.45 -1.09 4.75 0.2454
H 2.95 -1.69 5.54 0.2522
H -2.96 -0.76 2.12 -0.0014
H -3.23 -1.31 3.75 0.3657
H -3.81 -2.31 2.35 0.2807
H -1.82 -4.09 3.92 0.4746
H 0.53 -5.20 4.25 0.4206
H 1.95 -4.14 4.34 0.2651
H 1.52 -5.07 2.87 0.2613
I -2.33 1.92 3.71 -0.0069
C -1.87 3.82 2.61 -0.7349
C -1.95 5.05 3.24 -0.2570
C -2.38 6.18 2.51 -0.8184
C -2.74 6.04 1.18 -0.6429
C -2.54 4.81 0.50 0.8077
C -3.04 4.56 -0.78 -1.0569
C -2.95 3.30 -1.35 -0.9828
C -2.34 2.23 -0.66 -0.3826
C -1.68 2.41 0.57 0.4124
C -1.91 3.69 1.19 1.3714
H -1.75 5.11 4.29 0.5120
H -2.44 7.12 3.01 0.4830
H -3.15 6.92 0.68 0.3410
H -3.45 5.43 -1.34 0.2590
H -3.37 3.15 -2.33 0.4506
H -2.36 1.27 -1.13 -0.0544
C 1.37 4.39 -2.25 -1.7506
C 1.05 2.94 -2.66 0.4124
C 1.25 2.60 -4.05 -0.8694
C 1.12 1.27 -4.45 0.5502
C 1.05 0.92 -5.91 -1.6254
C 0.87 0.29 -3.50 -1.1305
C 0.38 0.63 -2.20 0.2701
C 0.65 1.98 -1.77 1.1433
N -0.28 -0.21 -1.35 0.9923
C -1.10 -1.37 -1.84 0.7781
C -1.69 -1.25 -3.30 -0.8642
C -2.40 -2.56 -3.71 0.2720
C -1.43 -3.76 -3.65 -1.2721
C -0.95 -3.90 -2.18 0.1151
C -2.11 -4.19 -1.23 -1.2174
C -3.05 -2.99 -1.32 0.4379
C -3.59 -2.87 -2.78 -1.3686
C -2.30 -1.69 -0.97 -0.8788
C -0.21 -2.63 -1.75 -0.4673
H 2.46 4.56 -2.23 0.3131
H 0.95 4.59 -1.22 0.1627
H 0.88 5.11 -2.97 0.4144
H 1.50 3.43 -4.73 0.2849
H 1.03 1.86 -6.48 0.4064
H 0.10 0.37 -6.14 0.2704
H 1.88 0.33 -6.26 0.3050
H 0.93 -0.75 -3.83 0.7251
H 0.47 2.24 -0.69 0.0966
H -0.88 -1.07 -4.02 0.2710
H -2.39 -0.39 -3.38 0.1965
H -2.75 -2.40 -4.72 0.3530
H -0.56 -3.58 -4.30 0.5041
H -1.92 -4.72 -3.98 0.4690
H -0.19 -4.70 -2.16 0.3241
H -1.69 -4.30 -0.22 0.2559
H -2.63 -5.14 -1.44 0.5008
H -3.89 -3.09 -0.61 0.4429
H -4.38 -2.08 -2.82 0.4833
H -4.06 -3.81 -3.14 0.5157
H -1.95 -1.76 0.07 -0.9670
H -3.08 -0.93 -1.04 0.7314
H 0.74 -2.50 -2.35 0.5513
H 0.12 -2.74 -0.72 -0.7733
```

HOMO-LUMO gap	6.64	eV
2S+1	1

# C5H41N3O13

14 unconnected molecules or ions with the total composition C5H41N3O13 (the ωB97M-V functional and the def2-TZVPD basis, the Open Molecules 2025 dataset).

The geometry in XYZ format:
```
62
Properties=species:S:1:pos:R:3:mulliken_charge:R:1
C -0.51 2.19 -1.50 -1.2530
C -0.42 1.85 0.02 0.7104
C -0.45 0.29 0.23 0.2430
C 0.31 -0.21 1.54 -0.8808
N 1.71 -3.49 2.18 -0.2149
C 1.08 -2.33 2.43 0.0289
N 0.79 -1.56 1.34 0.4107
N -1.44 2.48 0.88 0.2430
H -0.58 3.25 -1.51 0.6756
H 0.48 1.85 -2.11 0.0335
H -1.35 1.59 -1.85 0.2083
H 0.63 1.98 0.28 -0.1227
H -1.62 0.19 0.44 0.2914
H -0.13 -0.30 -0.70 -0.5369
H -0.46 -0.21 2.40 0.4260
H 1.22 0.47 1.84 -0.1078
H 1.95 -3.75 1.26 0.1403
H 1.97 -4.12 2.89 0.2359
H 0.67 -1.98 3.41 0.4674
H 1.37 -1.71 0.45 0.3937
H -2.04 1.78 1.33 0.0602
H -2.02 3.31 0.25 0.5380
H -1.15 3.00 1.65 0.5163
H -4.03 1.14 2.35 0.2412
H -3.61 -0.27 2.00 0.2213
O -3.30 0.59 2.11 -0.5528
H 3.45 4.24 -1.76 0.2792
H 3.64 3.22 -2.70 0.2412
O 3.60 3.33 -1.83 -0.5804
H -3.79 2.83 -0.88 0.3083
H -3.41 4.16 -1.36 0.3450
O -3.43 3.62 -0.58 -0.6140
H -4.72 0.59 -1.45 0.2732
H -3.26 0.22 -1.80 0.2952
O -3.86 0.93 -1.34 -0.5999
H -0.25 -3.97 -0.75 0.4243
H -1.56 -4.75 -0.68 0.3392
O -1.23 -3.82 -0.84 -0.6824
H 1.35 -1.08 -1.81 0.3462
H 2.60 -0.94 -0.99 0.2118
O 1.91 -1.53 -1.19 -0.6637
H 1.97 3.71 2.01 0.2357
H 1.81 2.36 2.51 0.3053
O 1.35 3.15 2.21 -0.5647
H 1.50 -3.17 -1.11 0.4413
H 1.68 -4.76 -1.53 0.3169
O 1.42 -4.13 -0.78 -0.7981
H -1.78 -2.45 0.47 0.2679
H -2.66 -3.12 1.54 0.2475
O -2.27 -2.29 1.30 -0.5493
H 1.25 -0.47 -3.94 0.3153
H -0.05 -0.69 -3.23 0.1971
O 0.76 -0.24 -3.09 -0.5936
H 3.34 1.74 -0.79 0.2471
H 4.22 0.48 -1.03 0.2469
O 3.37 0.84 -0.67 -0.6218
H -2.24 -1.35 -3.19 0.3078
H -2.16 -1.56 -1.64 0.3266
O -2.14 -0.87 -2.34 -0.7350
H 3.33 0.66 1.16 0.2908
H 3.45 0.46 2.62 0.3367
O 3.02 1.03 1.91 -0.5597
```

HOMO-LUMO gap	10.36	eV
2S+1	1
net charge	+2

# C13H43ClN6O3P2SSi2

A molecular structure, C13H43ClN6O3P2SSi2 (the ωB97M-V functional and the def2-TZVPD basis, the Open Molecules 2025 dataset).

The geometry in XYZ format:
```
71
Properties=species:S:1:pos:R:3:mulliken_charge:R:1
C 3.04 -0.97 0.27 -0.7421
Si 2.38 -2.40 1.22 0.6366
S 0.35 -2.75 0.71 -0.3210
Cl 2.39 -1.99 3.22 -0.3052
O 3.19 -3.78 0.87 -0.0335
Si 4.69 -4.19 1.46 0.3720
H 2.61 -0.99 -0.73 0.0244
H 2.76 -0.04 0.76 0.2912
H 4.12 -1.02 0.17 0.3706
H 0.36 -2.45 -0.60 0.1117
H 5.03 -3.48 2.70 -0.1394
H 4.68 -5.64 1.74 -0.1367
H 5.71 -3.95 0.42 -0.1245
O 2.34 0.40 -3.04 -0.7763
P 2.74 1.67 -3.70 0.5008
N 1.30 2.59 -3.86 0.2185
C 0.25 2.15 -4.76 -0.9491
C 0.77 2.94 -2.54 -1.1230
N 3.35 1.10 -5.20 0.2266
C 2.80 1.47 -6.49 -1.1075
C 3.81 -0.28 -5.20 -0.9785
N 3.83 3.02 -3.61 0.1408
C 4.73 2.99 -2.45 -0.9339
C 3.41 4.37 -3.90 -0.9310
H -0.55 2.90 -4.75 0.3816
H -0.18 1.18 -4.50 0.2783
H 0.60 2.11 -5.79 0.2668
H 1.49 3.55 -1.99 0.2563
H 0.55 2.05 -1.93 0.3323
H -0.14 3.53 -2.65 0.3705
H 1.87 0.94 -6.72 0.3760
H 3.52 1.21 -7.28 0.3615
H 2.64 2.54 -6.57 0.2549
H 2.98 -1.00 -5.33 0.2832
H 4.32 -0.53 -4.28 0.3085
H 4.52 -0.42 -6.02 0.3647
H 4.21 3.25 -1.51 0.2999
H 5.55 3.69 -2.59 0.3521
H 5.16 1.99 -2.33 0.2938
H 2.82 4.84 -3.09 0.3076
H 2.82 4.42 -4.81 0.2451
H 4.31 4.97 -4.05 0.3912
O -3.34 -0.04 1.99 -0.8830
P -3.79 -0.93 3.08 0.4151
N -5.13 -0.14 3.81 0.2420
C -4.93 1.09 4.56 -0.9678
C -6.23 -0.03 2.87 -1.1199
N -2.40 -0.99 4.09 0.3394
C -2.37 -0.55 5.46 -1.0887
C -1.14 -0.70 3.41 -0.7606
N -4.29 -2.56 3.46 0.1887
C -4.34 -3.46 2.30 -0.8630
C -5.39 -2.83 4.37 -0.9094
H -5.89 1.41 4.98 0.3783
H -4.53 1.91 3.95 0.2913
H -4.27 0.94 5.41 0.2741
H -6.57 -1.02 2.56 0.2707
H -5.96 0.53 1.96 0.3249
H -7.08 0.47 3.34 0.3740
H -2.34 0.55 5.55 0.3873
H -1.48 -0.94 5.95 0.3436
H -3.22 -0.93 6.03 0.2507
H -0.96 0.38 3.31 0.2632
H -1.12 -1.13 2.42 0.0472
H -0.31 -1.13 3.97 0.3766
H -5.20 -3.26 1.65 0.3033
H -4.39 -4.50 2.63 0.3492
H -3.43 -3.35 1.71 0.2295
H -6.38 -2.66 3.94 0.3039
H -5.32 -2.24 5.28 0.2325
H -5.32 -3.88 4.66 0.3908
```

HOMO-LUMO gap	8.62	eV
2S+1	1

Number 1: E_HOMO -0.235 hartree, E_tot -65689.3341 eV. Number 2: E_HOMO -0.571 hartree, E_tot -36923.8868 eV. Number 3: E_HOMO -0.294 hartree, E_tot -86956.5082 eV.